# 1
{
  "formula": "C3H7N2OS",
  "method": "ωB97M-V/def2-TZVPD",
  "symbols": ["C", "C", "C", "N", "N", "O", "S", "H", "H", "H", "H", "H", "H", "H"],
  "xyz": [[0.207, -0.824, -0.018], [1.087, 0.175, 0.035], [-0.778, 1.461, -0.143], [0.118, -2.130, -0.007], [-1.298, 0.122, 0.130], [0.615, 1.440, 0.109], [2.819, -0.006, -0.026], [-0.944, 1.714, -1.198], [-1.210, 2.235, 0.499], [0.090, -2.652, 0.859], [-0.109, -2.650, -0.843], [-1.994, -0.202, -0.539], [-1.648, 0.006, 1.082], [3.045, 1.309, 0.059]],
  "nbo_charge": [0.192, 0.150, 0.076, -0.777, -0.624, -0.459, 0.147, 0.210, 0.227, 0.412, 0.413, 0.436, 0.426, 0.170],
  "total_charge": 1,
  "e_homo_ev": -13.14,
  "smiles": "NC1=C(S)OC[NH2+]1"
}

***

# 2
{
  "formula": "CH4Br2N3O",
  "method": "ωB97M-V/def2-TZVPD",
  "symbols": ["C", "N", "N", "N", "O", "Br", "Br", "H", "H", "H", "H"],
  "xyz": [[-0.132, -0.205, 1.366], [-0.204, 0.448, 2.501], [-0.226, 0.600, 0.063], [0.062, 0.015, -1.067], [-0.044, -1.469, 1.229], [-0.401, -0.566, 4.124], [0.220, 2.630, 0.243], [-0.119, 1.458, 2.516], [0.348, -1.793, 0.347], [-0.350, 0.518, -1.802], [1.039, -0.199, -0.965]],
  "nbo_charge": [0.785, -0.630, -0.275, -0.585, -0.594, 0.374, 0.115, 0.470, 0.555, 0.420, 0.365],
  "total_charge": 1,
  "e_homo_ev": -13.97,
  "smiles": "N/[N+](Br)=C(\\O)NBr"
}

***

# 3
{
  "formula": "C7H19NOSi2",
  "method": "ωB97M-V/def2-TZVPD",
  "symbols": ["C", "C", "C", "C", "C", "C", "C", "N", "O", "Si", "Si", "H", "H", "H", "H", "H", "H", "H", "H", "H", "H", "H", "H", "H", "H", "H", "H", "H", "H", "H"],
  "xyz": [[-3.416, -0.296, 0.736], [-3.620, -1.234, -1.581], [1.068, -1.257, -2.223], [3.228, -1.362, 0.130], [-0.970, 2.583, 0.990], [1.750, 1.999, 1.810], [0.161, -0.380, 0.675], [-3.234, -0.859, -0.273], [-3.418, 0.153, 1.828], [1.308, -1.581, -0.365], [0.454, 1.476, 0.542], [-4.086, -0.415, -2.115], [-2.762, -1.554, -2.108], [-4.264, -2.220, -1.724], [0.054, -1.152, -2.505], [1.538, -0.344, -2.418], [1.730, -2.031, -2.756], [3.505, -2.253, 0.858], [3.845, -1.704, -0.713], [3.616, -0.347, 0.542], [-0.730, 3.486, 0.504], [-1.912, 2.180, 0.620], [-1.202, 2.741, 2.051], [1.360, 2.069, 2.804], [2.685, 1.469, 1.814], [1.921, 3.029, 1.538], [0.238, -0.859, 1.631], [-0.871, -0.549, 0.329], [1.144, -2.960, 0.111], [0.881, 2.173, -0.733]],
  "nbo_charge": [0.856, -0.413, -1.088, -1.093, -1.104, -1.087, -1.337, -0.531, -0.541, 1.358, 1.394, 0.212, 0.210, 0.211, 0.232, 0.238, 0.241, 0.236, 0.229, 0.240, 0.232, 0.231, 0.244, 0.233, 0.227, 0.227, 0.269, 0.257, -0.194, -0.191],
  "total_charge": 0,
  "e_homo_ev": -9.98,
  "smiles": "C[SiH](C)C[SiH](C)C.CN=C=O"
}

***

Copy entry 2 word for word.
{
  "formula": "CH4Br2N3O",
  "method": "ωB97M-V/def2-TZVPD",
  "symbols": ["C", "N", "N", "N", "O", "Br", "Br", "H", "H", "H", "H"],
  "xyz": [[-0.132, -0.205, 1.366], [-0.204, 0.448, 2.501], [-0.226, 0.600, 0.063], [0.062, 0.015, -1.067], [-0.044, -1.469, 1.229], [-0.401, -0.566, 4.124], [0.220, 2.630, 0.243], [-0.119, 1.458, 2.516], [0.348, -1.793, 0.347], [-0.350, 0.518, -1.802], [1.039, -0.199, -0.965]],
  "nbo_charge": [0.785, -0.630, -0.275, -0.585, -0.594, 0.374, 0.115, 0.470, 0.555, 0.420, 0.365],
  "total_charge": 1,
  "e_homo_ev": -13.97,
  "smiles": "N/[N+](Br)=C(\\O)NBr"
}